1.
C24H21AlClN4OSTe | wB97M-V/def2-TZVPD

2S+1   1
LUMO   -3.74 eV
Maximum force   0.71 eV/Å
Total charge   +1

```
54
Properties=species:S:1:pos:R:3:lowdin_charge:R:1
Al -0.325 0.385 -0.393 -0.265
Cl -5.637 1.250 4.255 0.696
C -4.492 1.272 2.955 -0.658
C -4.933 1.482 1.648 -0.061
C -4.042 1.524 0.597 0.017
C -2.676 1.341 0.822 -0.304
O -1.806 1.440 -0.180 -0.186
C -2.240 1.096 2.136 -0.120
C -0.857 0.846 2.437 0.010
N 0.059 0.616 1.562 0.092
C 1.415 0.367 1.947 -0.153
C 1.971 0.500 3.181 0.019
C 3.339 0.191 3.382 -0.037
C 4.121 -0.251 2.356 -0.004
C 3.563 -0.404 1.064 -0.130
C 4.278 -0.885 -0.058 0.035
C 3.652 -1.032 -1.259 0.000
C 2.298 -0.677 -1.368 -0.115
N 1.610 -0.200 -0.348 0.001
C 2.219 -0.080 0.873 -0.141
C -3.159 1.081 3.199 -0.039
H -5.993 1.609 1.467 0.118
H -4.391 1.673 -0.417 0.126
H -0.593 0.818 3.493 0.138
H 1.388 0.844 4.025 0.116
H 3.761 0.309 4.371 0.118
H 5.165 -0.490 2.516 0.126
H 5.324 -1.147 0.054 0.133
H 4.170 -1.417 -2.126 0.123
H 1.762 -0.798 -2.302 0.113
H -2.815 0.906 4.212 0.123
C -2.776 4.016 -2.969 -0.038
N -1.823 3.079 -2.394 -0.006
C -0.650 2.810 -2.922 -0.749
N -0.292 3.419 -4.056 0.129
S 0.500 1.714 -2.236 0.829
H -3.545 4.218 -2.229 0.094
H -3.251 3.609 -3.864 0.101
H -2.293 4.965 -3.209 0.093
H -2.044 2.564 -1.538 0.092
H -0.903 4.051 -4.542 0.104
H 0.606 3.213 -4.458 0.106
Te -1.570 -1.750 -0.987 1.077
C -0.039 -3.196 -0.880 -0.632
C 0.906 -3.197 0.148 -0.169
C 1.868 -4.196 0.218 -0.087
C 1.890 -5.211 -0.729 -0.087
C 0.951 -5.217 -1.751 -0.082
C -0.010 -4.213 -1.833 -0.155
H 0.882 -2.426 0.909 0.083
H 2.591 -4.191 1.025 0.105
H 2.629 -5.999 -0.666 0.104
H 0.964 -6.004 -2.495 0.107
H -0.730 -4.224 -2.643 0.091
```

2.
C24H21Br2FN4OPdSeSi | wB97M-V/def2-TZVPD

2S+1   1
LUMO (spin up / spin down)   4.03 / 4.03 eV
Maximum force   1.44 eV/Å
Energy above the lowest of the compared OMol25 structures with the same formula, charge and spin   32.4 kcal per mole
Total charge   -2

```
56
Properties=species:S:1:pos:R:3:lowdin_charge:R:1
Pd 0.231 0.096 -0.206 0.541
C 3.458 -1.056 2.820 -0.216
Si 2.064 -0.823 1.489 0.371
C 3.091 -0.939 -0.150 -0.200
C 1.036 -2.453 1.614 -0.177
N 1.042 0.497 1.773 -0.127
C 0.996 1.628 2.455 -0.337
C 1.786 1.960 3.581 -0.053
C 1.636 3.159 4.239 -0.157
C 0.706 4.105 3.827 -0.167
C -0.098 3.819 2.726 -0.063
C 0.048 2.615 2.090 -0.218
F -0.749 2.311 1.018 -0.007
H 4.043 -1.950 2.624 0.001
H 3.037 -1.154 3.816 0.002
H 4.146 -0.216 2.832 0.002
H 3.798 -1.765 -0.118 0.011
H 3.651 -0.027 -0.334 0.015
H 2.433 -1.101 -1.011 -0.010
H 1.672 -3.307 1.836 0.009
H 0.531 -2.666 0.674 -0.015
H 0.281 -2.381 2.392 0.021
H 2.519 1.241 3.914 0.076
H 2.264 3.369 5.098 0.081
H 0.605 5.049 4.348 0.069
H -0.827 4.531 2.361 0.100
Br 3.447 0.854 -4.243 0.681
C 1.564 1.147 -4.135 -0.610
C 0.832 1.218 -5.303 -0.210
C -0.526 1.429 -5.244 -0.634
Br -1.504 1.495 -6.903 0.645
C -1.204 1.574 -4.025 -0.234
C -2.593 1.743 -3.872 -0.060
C -3.116 1.834 -2.607 -0.066
C -2.262 1.817 -1.503 -0.166
N -0.955 1.687 -1.613 0.042
C -0.427 1.536 -2.836 -0.242
C 1.009 1.262 -2.841 -0.503
O 1.648 1.108 -1.774 -0.138
H 1.325 1.091 -6.256 0.082
H -3.232 1.795 -4.745 0.065
H -4.181 1.937 -2.462 0.092
H -2.650 1.925 -0.500 0.098
Se -0.730 -1.285 -1.874 1.116
N -1.681 -0.834 -0.408 -0.284
C -2.093 -1.996 0.160 -0.411
C -3.002 -2.077 1.215 -0.052
C -3.395 -3.317 1.678 -0.149
C -2.879 -4.484 1.118 -0.145
C -1.995 -4.436 0.061 -0.067
C -1.624 -3.197 -0.470 -0.461
N -0.891 -3.031 -1.589 -0.291
H -3.382 -1.162 1.649 0.102
H -4.112 -3.390 2.489 0.076
H -3.191 -5.449 1.505 0.079
H -1.598 -5.339 -0.382 0.093
```

3.
C24H21Cl2 | wB97M-V/def2-TZVPD

2S+1   1
LUMO   -5.86 eV
Maximum force   2.15 eV/Å
Energy above the lowest of the compared OMol25 structures with the same formula, charge and spin   0.0 kcal per mole
Total charge   +1

```
47
Properties=species:S:1:pos:R:3:lowdin_charge:R:1
C 0.048 -3.511 2.088 -0.061
C 0.853 -2.238 1.971 -0.287
C 0.121 -1.093 1.832 0.026
C 2.327 -2.322 2.073 -0.177
C 3.033 -3.565 2.113 -0.025
C 4.428 -3.612 2.125 -0.076
C 5.179 -2.427 2.125 -0.079
C 4.504 -1.201 2.116 -0.079
C 3.108 -1.150 2.096 -0.038
H 0.687 -4.404 2.110 0.056
H -0.560 -3.501 3.004 0.094
H -0.618 -3.575 1.220 0.082
H 0.603 -0.133 1.855 0.044
H -0.955 -1.155 1.891 0.040
H 2.499 -4.522 2.128 0.097
H 4.958 -4.564 2.135 0.107
H 6.261 -2.466 2.128 0.103
H 5.088 -0.277 2.125 0.106
H 2.605 -0.175 2.101 0.102
Cl -4.857 4.751 3.495 0.763
C -4.139 3.599 2.455 -0.648
C -4.295 2.229 2.703 -0.073
C -3.669 1.293 1.890 0.007
C -2.783 1.684 0.848 -0.196
C -2.083 0.704 0.056 0.056
C -1.544 1.058 -1.195 -0.055
C -1.045 0.191 -2.167 0.063
C -0.366 0.607 -3.362 -0.197
C 0.156 -0.365 -4.265 0.007
C 0.873 0.002 -5.394 -0.071
C 1.085 1.363 -5.675 -0.640
Cl 1.987 1.819 -7.057 0.762
C 0.564 2.351 -4.822 -0.068
C -0.150 1.980 -3.685 0.013
C -2.747 3.081 0.546 0.008
C -3.382 4.023 1.352 -0.070
H -4.908 1.917 3.549 0.120
H -3.854 0.231 2.070 0.129
H -2.202 -0.350 0.322 0.120
H -1.670 2.090 -1.508 0.086
H -1.146 -0.885 -2.016 0.137
H -0.002 -1.424 -4.066 0.127
H 1.284 -0.744 -6.070 0.118
H 0.736 3.400 -5.057 0.118
H -0.541 2.746 -3.018 0.113
H -2.184 3.446 -0.317 0.112
H -3.287 5.092 1.153 0.120
```

4.
C24H21ClN2NdP | wB97M-V/def2-TZVPD

2S+1   4
<S²>   3.773
LUMO (spin up / spin down)   -8.68 / -8.60 eV
Maximum force   5.77 eV/Å
Energy above the lowest of the compared OMol25 structures with the same formula, charge and spin   89.2 kcal per mole
Total charge   +2

```
50
Properties=species:S:1:pos:R:3:lowdin_charge:R:1
Nd 0.194 0.200 0.298 1.628
Cl -0.807 1.462 2.386 0.011
P -0.736 -1.429 -2.144 0.920
C 0.122 -2.949 -2.040 -0.416
C 0.514 -3.447 -3.294 -0.072
C 0.965 -4.756 -3.338 -0.037
C 1.063 -5.504 -2.156 -0.032
C 0.729 -4.962 -0.907 -0.055
C 0.268 -3.655 -0.817 -0.108
C -2.360 -1.470 -1.454 -0.415
C -3.082 -0.304 -1.094 -0.115
C -4.428 -0.439 -0.750 -0.054
C -5.040 -1.700 -0.736 -0.032
C -4.301 -2.848 -1.060 -0.039
C -2.959 -2.744 -1.402 -0.076
C -0.594 -0.342 -3.500 -0.404
C -0.009 0.947 -3.526 -0.085
C -0.087 1.622 -4.739 -0.052
C -0.741 1.040 -5.834 -0.023
C -1.357 -0.215 -5.748 -0.031
C -1.311 -0.923 -4.557 -0.100
H -2.612 0.694 -1.119 0.095
H -5.018 0.450 -0.497 0.126
H -6.095 -1.803 -0.475 0.124
H -4.768 -3.836 -1.057 0.125
H -2.354 -3.619 -1.651 0.112
H 0.406 -2.798 -4.174 0.108
H 1.237 -5.157 -4.313 0.124
H 1.420 -6.523 -2.222 0.119
H 0.818 -5.554 0.003 0.121
H 0.002 -3.187 0.149 0.100
H 0.480 1.377 -2.629 0.076
H 0.367 2.608 -4.825 0.121
H -0.790 1.567 -6.778 0.122
H -1.881 -0.680 -6.582 0.126
H -1.791 -1.906 -4.404 0.127
H 4.609 -3.866 -6.713 0.000
H 4.515 -3.215 -7.077 0.001
N 1.924 3.793 5.640 0.204
C 1.779 3.147 4.655 -0.065
C 1.873 2.298 3.320 -0.152
C 1.803 2.832 1.986 -0.051
C 1.958 2.118 0.805 -0.239
N 2.393 0.774 0.879 -0.142
C 2.134 0.106 2.099 -0.236
C 1.975 0.864 3.252 -0.051
H 1.675 3.922 1.968 0.148
H 2.242 2.485 -0.214 0.148
H 2.539 -0.931 1.982 0.150
H 1.983 0.387 4.240 0.148
```